Entry from OMol25: a cluster of 5 separate species, C33H79N5O4S in total (ωB97M-V/def2-TZVPD).

Each line ends with the Mulliken charge.
Cartesian coordinates (Å):
1 C 5.182 -0.066 1.471  -0.7603
2 C 5.333 0.735 0.191  -0.2179
3 O 4.438 0.299 -0.824  -0.2068
4 C 3.400 1.222 -1.142  -0.8615
5 C 2.228 1.082 -0.200  0.0368
6 C 1.242 2.266 -0.170  0.4279
7 C -0.073 1.687 0.351  -0.6602
8 C -1.089 2.709 0.760  -0.8548
9 O -0.663 3.432 1.933  -0.4391
10 S 0.534 4.396 1.533  1.3329
11 O 0.015 5.380 0.645  -0.6631
12 O 1.134 4.910 2.707  -0.6810
13 C 1.777 3.366 0.749  0.8306
14 C 2.765 4.380 0.107  -1.4628
15 N 2.620 4.515 -1.342  -0.4426
16 H 4.392 0.311 2.110  0.1756
17 H 6.100 -0.049 2.046  0.4420
18 H 4.929 -1.086 1.219  -0.0854
19 H 5.244 1.802 0.382  0.1091
20 H 6.337 0.560 -0.185  0.4639
21 H 3.103 0.991 -2.158  0.2255
22 H 3.785 2.236 -1.154  0.3279
23 H 1.653 0.207 -0.479  0.4172
24 H 2.573 0.902 0.812  -0.5743
25 H 1.066 2.632 -1.173  0.4053
26 H 0.180 1.137 1.258  -0.1088
27 H -0.483 0.960 -0.336  0.6497
28 H -1.382 3.397 -0.026  0.5495
29 H -1.985 2.183 1.059  0.2959
30 H 2.275 2.882 1.578  0.0085
31 H 3.763 4.094 0.413  0.2836
32 H 2.591 5.335 0.584  0.5966
33 H 2.421 5.484 -1.561  0.2727
34 H 3.502 4.308 -1.796  0.2254
35 C 4.039 -1.693 6.563  -1.4803
36 C 3.045 -0.730 5.931  -0.3283
37 N 2.251 -1.340 4.882  0.2741
38 C 1.524 -0.379 4.076  -0.2016
39 C 0.428 0.462 4.744  -1.1246
40 C 1.521 -2.537 5.259  -0.7155
41 C 0.529 -2.439 6.424  -0.9995
42 H 4.667 -2.158 5.801  0.3199
43 H 4.687 -1.153 7.254  0.4476
44 H 3.544 -2.482 7.131  0.2978
45 H 3.607 0.094 5.485  0.4356
46 H 2.426 -0.287 6.727  0.2678
47 H 1.092 -0.908 3.220  0.3444
48 H 2.264 0.309 3.650  -0.1469
49 H -0.471 -0.119 4.945  0.2437
50 H 0.140 1.272 4.069  0.3397
51 H 0.762 0.917 5.676  0.3118
52 H 2.252 -3.314 5.499  0.4252
53 H 1.002 -2.910 4.372  0.3619
54 H 0.951 -1.911 7.280  0.2550
55 H 0.261 -3.443 6.762  0.3824
56 H -0.396 -1.941 6.138  0.2668
57 C -4.475 0.453 -4.471  -1.4889
58 C -3.839 1.764 -4.038  -0.4351
59 N -2.463 1.615 -3.607  0.3074
60 C -1.947 2.777 -2.909  0.3678
61 C -1.808 4.091 -3.686  -1.4219
62 C -1.565 0.995 -4.566  -0.5452
63 C -1.420 1.648 -5.946  -1.0535
64 H -4.379 -0.302 -3.690  0.2908
65 H -5.538 0.605 -4.662  0.4199
66 H -4.033 0.060 -5.388  0.3842
67 H -4.412 2.152 -3.191  0.5008
68 H -3.952 2.500 -4.850  0.2327
69 H -0.974 2.523 -2.477  -0.5953
70 H -2.605 2.958 -2.051  0.3507
71 H -0.968 4.069 -4.378  0.2991
72 H -1.624 4.910 -2.987  0.4454
73 H -2.712 4.335 -4.245  0.3199
74 H -1.892 -0.037 -4.712  0.4057
75 H -0.579 0.911 -4.101  0.2650
76 H -2.386 1.914 -6.378  0.2656
77 H -0.939 0.948 -6.633  0.3950
78 H -0.801 2.543 -5.916  0.2655
79 C -5.561 0.025 0.452  -1.4544
80 C -6.544 0.972 -0.219  -0.3830
81 N -7.374 0.319 -1.213  0.2361
82 C -8.098 1.251 -2.061  -0.5085
83 C -9.152 2.149 -1.402  -1.1271
84 C -8.129 -0.833 -0.755  -0.7300
85 C -9.102 -0.642 0.416  -0.9734
86 H -4.961 -0.502 -0.291  0.2661
87 H -4.887 0.590 1.097  0.4186
88 H -6.063 -0.714 1.077  0.3259
89 H -5.970 1.752 -0.727  0.5026
90 H -7.135 1.480 0.559  0.2298
91 H -8.566 0.692 -2.875  0.4346
92 H -7.358 1.898 -2.545  0.1323
93 H -10.054 1.598 -1.141  0.2376
94 H -9.450 2.935 -2.099  0.4470
95 H -8.773 2.636 -0.504  0.2745
96 H -7.415 -1.612 -0.477  0.3923
97 H -8.669 -1.245 -1.611  0.3885
98 H -8.655 -0.075 1.233  0.2574
99 H -9.388 -1.617 0.816  0.3767
100 H -10.019 -0.140 0.113  0.2641
101 C 5.917 -2.593 -1.371  -1.1801
102 C 5.960 -4.101 -1.557  -0.4110
103 N 5.355 -4.819 -0.451  0.1634
104 C 5.635 -6.243 -0.461  -0.7027
105 C 5.084 -7.081 -1.621  -0.9808
106 C 3.993 -4.437 -0.127  -0.0422
107 C 2.931 -4.544 -1.229  -1.1378
108 H 6.355 -2.306 -0.413  0.2600
109 H 6.485 -2.103 -2.163  0.4415
110 H 4.902 -2.201 -1.416  0.1385
111 H 7.006 -4.413 -1.625  0.4775
112 H 5.501 -4.351 -2.527  0.2410
113 H 5.282 -6.668 0.483  0.3534
114 H 6.723 -6.360 -0.443  0.4162
115 H 4.009 -7.235 -1.541  0.2258
116 H 5.550 -8.069 -1.612  0.3971
117 H 5.296 -6.630 -2.590  0.2789
118 H 4.009 -3.402 0.226  -0.3337
119 H 3.674 -5.021 0.740  0.3978
120 H 3.277 -4.125 -2.175  0.2277
121 H 2.040 -3.986 -0.933  0.4364
122 H 2.620 -5.573 -1.405  0.3151

Values from the calculation:
gap between HOMO and LUMO = 0.3135 hartree
HOMO level = -8.038 eV
relative energy (zero: lowest compared OMol25 entry of this formula, charge and spin) = 34.9 kJ/mol
structure (SMILES) = CCOCC[C@H]1CCOS(=O)(=O)[C@@H]1CN.CCN(CC)CC.CCN(CC)CC.CCN(CC)CC.CCN(CC)CC

=====

Entry from OMol25: a cluster of 16 separate species, C33H80BrN32O15PS in total (ωB97M-V/def2-TZVPD).

Each line ends with the Mulliken charge.
Cartesian coordinates (Å):
1 C 0.872 2.242 0.847  -1.0714
2 C 1.612 1.124 0.805  -0.5223
3 C 1.020 -0.269 0.904  -0.2966
4 N 0.582 -0.753 -0.446  0.4103
5 C 0.920 -2.141 -0.631  0.0847
6 C 1.961 -2.509 -1.446  -0.9591
7 C 2.324 -3.904 -1.641  -1.2819
8 C 1.599 -4.887 -0.993  -0.1212
9 C 0.540 -4.516 -0.151  -0.6615
10 C 0.225 -3.185 0.011  1.1637
11 S -1.150 -2.640 1.047  -0.3757
12 C -1.799 -1.280 0.046  0.6200
13 C -3.151 -1.026 -0.094  -0.7066
14 C -3.609 0.035 -0.898  0.1797
15 C -5.126 0.228 -1.014  -1.3932
16 Br -5.736 2.052 -0.661  -0.0342
17 C -5.621 -0.356 -2.365  -0.2593
18 C -5.709 -1.903 -2.200  -0.5340
19 C -2.621 0.796 -1.545  0.5945
20 P -3.005 2.212 -2.641  0.3175
21 N -2.917 3.565 -1.805  -0.3633
22 C -1.265 0.528 -1.387  -0.2341
23 C -0.817 -0.508 -0.593  -1.5932
24 H 1.117 3.123 0.248  0.3496
25 H -0.001 2.242 1.513  0.4096
26 H 2.702 1.232 0.722  0.4296
27 H 1.800 -0.936 1.299  0.4837
28 H 0.144 -0.273 1.574  0.4115
29 H 2.526 -1.716 -1.947  0.6355
30 H 3.144 -4.177 -2.306  0.5554
31 H 1.870 -5.939 -1.163  0.6494
32 H -0.080 -5.243 0.378  0.3954
33 H -3.896 -1.652 0.402  0.3980
34 H -5.577 -0.397 -0.234  0.5614
35 H -6.639 -0.028 -2.616  0.4563
36 H -4.936 -0.098 -3.184  0.2595
37 H -5.378 -2.238 -1.208  -0.0065
38 H -6.742 -2.266 -2.302  0.3265
39 H -5.077 -2.428 -2.938  0.0805
40 H -4.326 2.111 -3.154  0.0590
41 H -2.072 2.293 -3.711  0.1080
42 H -2.661 3.289 -0.857  0.1915
43 H -0.511 1.145 -1.885  0.4102
44 C 6.030 -1.895 -1.069  0.7277
45 O 5.691 -1.676 -2.224  -0.6662
46 N 5.217 -2.531 -0.182  -0.3144
47 N 7.246 -1.520 -0.576  -0.3631
48 H 5.478 -2.720 0.768  0.1692
49 H 4.314 -2.829 -0.515  0.0814
50 H 7.869 -1.049 -1.205  0.1845
51 H 7.541 -1.690 0.367  0.1551
52 C -1.892 7.292 0.197  0.6311
53 O -1.006 8.084 0.495  -0.7129
54 N -1.959 6.697 -1.031  -0.3156
55 N -2.881 6.935 1.061  -0.3102
56 H -2.672 6.039 -1.297  0.1270
57 H -1.244 6.932 -1.693  0.1994
58 H -2.871 7.348 1.984  0.3558
59 H -3.609 6.287 0.826  0.1463
60 C -5.501 -4.656 1.135  0.5823
61 O -5.861 -4.437 -0.009  -0.6148
62 N -6.304 -5.279 2.050  -0.4158
63 N -4.268 -4.296 1.597  -0.2155
64 H -6.029 -5.468 2.995  0.1374
65 H -7.218 -5.557 1.743  0.2468
66 H -3.649 -3.836 0.952  0.1264
67 H -3.952 -4.467 2.533  0.1583
68 C 1.051 3.496 4.310  0.5448
69 O 0.464 2.463 4.026  -0.6510
70 N 1.300 4.475 3.401  -0.1535
71 N 1.517 3.765 5.568  -0.3401
72 H 1.781 5.329 3.622  0.1442
73 H 0.979 4.322 2.463  0.1338
74 H 1.357 3.070 6.273  0.1667
75 H 2.003 4.617 5.809  0.3182
76 C -7.665 5.558 -3.349  0.5944
77 O -8.712 6.072 -3.724  -0.6937
78 N -6.448 5.919 -3.854  -0.3425
79 N -7.627 4.590 -2.399  -0.1779
80 H -5.580 5.511 -3.559  0.1640
81 H -6.437 6.634 -4.558  0.1954
82 H -8.503 4.301 -2.001  0.1645
83 H -6.783 4.160 -2.075  0.0198
84 C -3.025 -4.163 -4.401  0.6341
85 O -4.077 -3.705 -4.816  -0.7184
86 N -1.807 -3.756 -4.866  -0.3319
87 N -2.974 -5.112 -3.429  -0.2486
88 H -0.935 -4.124 -4.531  0.1746
89 H -1.801 -3.053 -5.581  0.2139
90 H -3.848 -5.436 -3.057  0.2248
91 H -2.113 -5.494 -3.074  0.0778
92 C -3.319 8.115 4.948  0.5779
93 O -3.118 7.710 3.818  -0.6894
94 N -3.767 9.379 5.204  -0.3892
95 N -3.112 7.338 6.051  -0.3918
96 H -3.939 9.733 6.125  0.1646
97 H -3.928 9.976 4.413  0.2181
98 H -2.782 6.403 5.896  0.2187
99 H -3.271 7.650 6.990  0.1605
100 C 6.858 2.485 -3.234  0.5785
101 O 7.035 3.691 -3.158  -0.6724
102 N 5.627 1.935 -3.455  -0.3581
103 N 7.872 1.581 -3.105  -0.2724
104 H 5.462 0.946 -3.518  0.1975
105 H 4.854 2.567 -3.555  0.2097
106 H 8.800 1.942 -2.941  0.2667
107 H 7.739 0.589 -3.167  0.1435
108 C 3.736 7.150 5.696  0.5771
109 O 3.142 6.108 5.441  -0.6096
110 N 3.961 8.106 4.757  -0.3783
111 N 4.217 7.429 6.938  -0.4155
112 H 4.444 8.964 4.943  0.1675
113 H 3.619 7.930 3.830  0.2076
114 H 4.067 6.742 7.654  0.2030
115 H 4.705 8.273 7.169  0.1661
116 C 3.122 -8.610 0.148  0.6177
117 O 2.761 -7.576 -0.394  -0.5905
118 N 2.676 -8.973 1.389  -0.4024
119 N 4.000 -9.484 -0.421  -0.4141
120 H 2.962 -9.810 1.860  0.1671
121 H 2.028 -8.355 1.842  0.2028
122 H 4.353 -9.252 -1.331  0.2033
123 H 4.306 -10.331 0.019  0.1509
124 C 11.753 3.008 -3.245  0.6255
125 O 10.803 2.441 -2.733  -0.6860
126 N 12.693 3.669 -2.509  -0.4127
127 N 11.954 3.028 -4.594  -0.3704
128 H 13.481 4.142 -2.908  0.1580
129 H 12.574 3.674 -1.513  0.2153
130 H 11.279 2.552 -5.164  0.2132
131 H 12.727 3.488 -5.035  0.1685
132 C 4.936 1.146 6.019  0.5868
133 O 5.809 0.314 5.828  -0.6722
134 N 4.433 1.929 5.027  -0.2606
135 N 4.387 1.361 7.255  -0.3290
136 H 3.713 2.618 5.169  0.1617
137 H 4.809 1.801 4.106  0.1518
138 H 4.732 0.802 8.013  0.1978
139 H 3.670 2.037 7.434  0.1521
140 C -0.722 -8.147 -3.960  0.6262
141 O -0.515 -6.948 -3.871  -0.6434
142 N -1.955 -8.666 -4.229  -0.3529
143 N 0.274 -9.053 -3.788  -0.3383
144 H -2.141 -9.648 -4.304  0.1619
145 H -2.708 -8.013 -4.359  0.2333
146 H 1.188 -8.688 -3.587  0.1643
147 H 0.151 -10.050 -3.851  0.1294
148 C -9.447 5.688 0.774  0.5783
149 O -8.661 4.778 0.574  -0.5763
150 N -9.805 6.574 -0.202  -0.3004
151 N -10.034 5.896 1.992  -0.4072
152 H -10.449 7.327 -0.058  0.1562
153 H -9.393 6.452 -1.113  0.1517
154 H -9.792 5.263 2.731  0.2254
155 H -10.682 6.637 2.178  0.1489
156 C 1.295 -12.431 -1.746  0.6340
157 O 1.192 -12.316 -2.954  -0.6392
158 N 0.965 -11.426 -0.874  -0.2841
159 N 1.748 -13.578 -1.157  -0.4164
160 H 1.047 -11.507 0.121  0.1714
161 H 0.619 -10.567 -1.266  0.1429
162 H 1.998 -14.336 -1.764  0.2220
163 H 1.839 -13.697 -0.166  0.1569

Values from the calculation:
gap between HOMO and LUMO = 0.2831 hartree
HOMO level = -7.878 eV

=====

Entry from OMol25: a structure of composition C33H80ClFN2O15Sr2 (ωB97M-V/def2-TZVPD).

Each line ends with the Mulliken charge.
Cartesian coordinates (Å):
1 Sr 0.226 0.401 0.284  0.4359
2 Sr 1.468 -2.321 3.557  1.3511
3 C -1.470 3.324 -1.306  -1.8489
4 C -2.268 3.499 0.125  1.3373
5 C -3.837 3.178 -0.135  -0.8197
6 C -4.732 3.026 1.172  -1.1795
7 C -4.117 1.939 2.030  -1.2565
8 C -2.666 2.195 2.389  1.8643
9 N -1.785 2.550 1.199  1.0310
10 O -0.405 2.631 1.535  0.2257
11 C -2.289 0.787 2.948  -1.8013
12 C -2.558 3.288 3.502  -1.8347
13 C -2.147 4.995 0.431  -1.7239
14 H -0.513 3.841 -1.379  0.1943
15 H -2.071 3.640 -2.159  0.4851
16 H -1.252 2.272 -1.488  0.2075
17 H -4.014 2.276 -0.720  0.0392
18 H -4.326 3.941 -0.741  0.5989
19 H -5.804 2.888 1.028  0.4362
20 H -4.661 3.965 1.721  0.3927
21 H -4.327 0.924 1.693  0.3165
22 H -4.634 2.111 2.974  0.5047
23 H -1.262 0.745 3.312  0.2515
24 H -2.226 0.044 2.154  0.0171
25 H -2.919 0.393 3.746  0.5881
26 H -1.545 3.494 3.845  0.1707
27 H -3.163 3.080 4.384  0.4514
28 H -2.916 4.268 3.189  0.3703
29 H -2.721 5.138 1.346  0.3894
30 H -2.561 5.581 -0.389  0.4153
31 H -1.107 5.309 0.522  0.2426
32 C 1.674 -2.030 -3.907  -1.5974
33 C 2.344 -0.763 -3.262  1.7632
34 C 3.718 -0.626 -4.011  -1.2304
35 C 3.648 0.080 -5.351  -0.8070
36 C 2.727 1.317 -5.408  -1.3322
37 C 1.300 1.162 -4.700  0.9517
38 N 1.451 0.457 -3.341  0.1400
39 O 0.304 0.400 -2.474  1.7267
40 C 0.322 0.447 -5.705  -1.3451
41 C 0.832 2.641 -4.520  -1.6995
42 C 2.786 -1.085 -1.824  -1.6589
43 H 1.926 -2.091 -4.965  0.4478
44 H 0.601 -1.886 -3.776  -0.0625
45 H 2.050 -2.933 -3.427  0.1819
46 H 4.124 -1.619 -4.201  0.2830
47 H 4.429 -0.003 -3.469  0.4903
48 H 3.378 -0.680 -6.085  0.3774
49 H 4.662 0.385 -5.607  0.4136
50 H 2.537 1.546 -6.457  0.3765
51 H 3.308 2.165 -5.046  0.4371
52 H 0.672 -0.560 -5.935  0.3556
53 H 0.246 0.890 -6.698  0.4038
54 H -0.595 0.280 -5.141  0.1512
55 H 0.796 3.156 -5.480  0.4623
56 H 1.476 3.228 -3.866  0.1769
57 H -0.160 2.667 -4.069  0.2357
58 H 3.389 -0.293 -1.379  0.2798
59 H 3.380 -1.996 -1.891  0.7427
60 H 1.909 -1.212 -1.190  -0.3422
61 Cl 2.645 0.122 2.204  -0.8584
62 F -0.097 -1.761 1.600  -0.2941
63 C 1.219 -5.783 -2.154  -1.3520
64 C -0.138 -5.139 -2.493  0.3778
65 C -0.422 -3.845 -1.713  0.0042
66 O -0.352 -5.009 -3.910  -0.6064
67 H 2.073 -5.122 -2.299  0.2123
68 H 1.439 -6.547 -2.899  0.4480
69 H 1.247 -6.221 -1.156  0.2364
70 H -0.891 -5.886 -2.241  0.3704
71 H 0.013 -3.961 -0.720  -0.3383
72 H -1.470 -3.551 -1.670  0.4419
73 H 0.232 -3.078 -2.128  -0.3004
74 H -1.084 -4.400 -4.030  0.3640
75 C -0.592 -0.845 5.798  -0.4375
76 C -1.320 -2.059 5.270  -0.3460
77 O -0.329 -3.085 5.110  -0.3288
78 O 0.419 -0.364 4.859  -0.2151
79 H -0.146 -1.166 6.739  0.4246
80 H -1.315 -0.075 6.068  0.3330
81 H -1.869 -1.935 4.336  -0.0570
82 H -2.082 -2.322 6.003  0.5587
83 H -0.460 -3.723 5.816  0.1652
84 H 0.944 0.238 5.390  0.1593
85 C -2.865 -4.190 2.200  -0.3923
86 C -2.378 -5.423 1.352  -0.6023
87 O -0.953 -5.534 1.365  -0.3356
88 O -2.605 -2.882 1.581  -0.4170
89 H -2.283 -4.180 3.122  0.0253
90 H -3.944 -4.165 2.352  0.4512
91 H -2.682 -5.371 0.306  0.2602
92 H -2.794 -6.353 1.740  0.5307
93 H -0.818 -6.390 0.952  0.2041
94 H -1.649 -2.791 1.562  -0.0842
95 C 2.171 -5.258 2.569  -0.7831
96 C 2.796 -4.366 1.432  0.1685
97 O 3.142 -3.115 1.916  -0.5391
98 O 0.991 -4.654 3.071  -0.4301
99 H 2.825 -5.446 3.420  0.3180
100 H 1.975 -6.285 2.261  0.4224
101 H 2.161 -4.307 0.548  -0.1073
102 H 3.718 -4.832 1.083  0.5297
103 H 3.788 -2.738 1.315  0.2209
104 H 0.275 -5.176 2.701  0.2328
105 C 2.748 3.241 -1.071  -0.9601
106 C 2.826 4.024 0.271  -0.2434
107 O 3.734 3.345 1.168  -0.7025
108 O 1.953 2.105 -0.897  0.9713
109 H 3.747 2.940 -1.387  0.3213
110 H 2.525 3.943 -1.874  0.3057
111 H 1.796 3.903 0.606  0.0831
112 H 3.096 5.076 0.181  0.4556
113 H 3.393 2.469 1.362  0.2563
114 H 1.850 1.626 -1.723  -0.4893
115 C -3.250 0.048 -2.465  -0.6240
116 C -3.325 -0.713 -1.061  -0.5804
117 O -2.142 -0.623 -0.258  0.9012
118 O -2.327 -0.502 -3.391  -0.6753
119 H -3.057 1.115 -2.355  0.1123
120 H -4.189 -0.169 -2.976  0.5023
121 H -3.639 -1.737 -1.262  0.3477
122 H -4.072 -0.224 -0.435  0.2623
123 H -2.268 -1.199 0.499  -0.4969
124 H -1.451 -0.225 -3.114  -0.1384
125 C 1.802 5.042 3.440  -0.1039
126 C 2.792 6.138 3.342  -0.3004
127 O 3.736 5.935 4.391  -0.5898
128 O 0.708 5.277 2.637  -0.5820
129 H 1.414 4.828 4.435  0.3820
130 H 2.269 4.067 3.301  0.0995
131 H 2.356 7.135 3.413  0.3329
132 H 3.305 6.065 2.383  0.0998
133 H 4.245 5.138 4.226  0.3143
134 H 0.254 4.465 2.400  -0.0698

Values from the calculation:
gap between HOMO and LUMO = 0.1548 hartree
HOMO level = -5.555 eV
relative energy (zero: lowest compared OMol25 entry of this formula, charge and spin) = 83.9 kJ/mol

=====

Q: Which formula does entry 2 have?
A: C33H80BrN32O15PS

=====

Q: The highest gap between HOMO and LUMO belongs to which entry?
A: C33H79N5O4S